Computed, not measured: C14H18I2IrN3 as an isolated structure, with wB97M-V/def2-TZVPD.

Cartesian coordinates (Å):
Ir (-1.52, 0.30, 0.44)
N (-2.67, 2.19, 0.97)
C (-1.76, 3.35, 0.75)
C (-0.88, 3.02, -0.44)
N (-0.15, 1.75, -0.14)
H (-3.48, 2.26, 0.35)
H (-3.06, 2.21, 1.91)
H (-1.16, 3.49, 1.64)
H (-2.31, 4.27, 0.57)
H (-0.18, 3.83, -0.65)
H (-1.49, 2.86, -1.33)
H (0.52, 1.92, 0.60)
H (0.39, 1.47, -0.96)
N (-0.19, -0.64, 1.67)
C (1.21, -0.54, 1.28)
C (2.11, 0.02, 2.17)
C (3.45, 0.10, 1.81)
C (3.85, -0.39, 0.58)
C (2.93, -0.94, -0.30)
C (1.58, -1.01, 0.03)
C (0.55, -1.51, -0.91)
C (0.87, -2.51, -1.83)
C (-0.04, -2.93, -2.79)
C (-1.29, -2.33, -2.85)
C (-1.63, -1.35, -1.93)
C (-0.74, -0.97, -0.93)
H (-0.32, -0.34, 2.63)
H (-0.49, -1.62, 1.59)
H (1.79, 0.37, 3.15)
H (4.17, 0.52, 2.50)
H (4.89, -0.33, 0.29)
H (3.25, -1.29, -1.27)
H (1.84, -2.98, -1.78)
H (0.23, -3.70, -3.49)
H (-2.01, -2.62, -3.61)
H (-2.61, -0.88, -2.00)
I (-3.45, -1.36, 1.11)
I (-2.20, -3.70, 1.17)

As for the net charge: +2. Its orbital gap is 6.17 eV. The calculation puts the LUMO energy at -8.2922 eV. Its relative energy (zero: lowest compared OMol25 entry of this formula, charge and spin) is 0.0 kcal per mole.

Computed, not measured: an isolated ion of composition C14H18N2O5P and charge +1, with wB97M-V/def2-TZVPD.

Cartesian coordinates (Å):
O (0.73, 0.23, 3.65)
C (0.96, 1.10, 2.84)
O (0.78, 2.40, 3.15)
C (1.50, 0.66, 1.49)
C (2.57, -0.25, 1.54)
C (3.11, -0.73, 0.39)
N (2.61, -0.34, -0.80)
P (3.37, -1.11, -2.21)
O (3.10, -2.52, -2.08)
O (4.96, -0.93, -2.13)
O (2.74, -0.57, -3.58)
C (1.61, 0.54, -0.88)
C (1.01, 1.08, 0.24)
C (-0.15, 2.06, 0.13)
C (-1.27, 1.57, -0.84)
C (-2.64, 1.52, -0.09)
C (-3.42, 0.29, -0.65)
N (-2.91, -0.94, -0.09)
C (-2.18, -1.88, -0.76)
C (-1.87, -2.91, 0.09)
C (-2.47, -2.58, 1.37)
C (-3.09, -1.37, 1.19)
H (0.23, 2.38, 3.95)
H (2.96, -0.58, 2.50)
H (3.94, -1.44, 0.43)
H (5.20, 0.01, -2.04)
H (2.67, 0.40, -3.62)
H (1.24, 0.85, -1.87)
H (-0.52, 2.25, 1.14)
H (0.24, 3.02, -0.26)
H (-1.05, 0.57, -1.24)
H (-1.34, 2.28, -1.68)
H (-3.19, 2.46, -0.27)
H (-2.51, 1.41, 0.99)
H (-4.51, 0.41, -0.55)
H (-3.20, 0.26, -1.72)
H (-1.87, -1.85, -1.80)
H (-1.29, -3.79, -0.13)
H (-2.44, -3.17, 2.28)
H (-3.64, -0.79, 1.93)

As for the net charge: +1. Its orbital gap is 5.55 eV. The calculation puts the LUMO energy at -5.1373 eV. Its relative energy (zero: lowest compared OMol25 entry of this formula, charge and spin) is 0.0 kcal per mole. Its SMILES is O=C(O)c1cc[n+](P(=O)(O)O)cc1CCCCn1cccc1.

Computed, not measured: C14H18NO3PtS3 as an isolated structure, with wB97M-V/def2-TZVPD.

Cartesian coordinates (Å):
Pt (-0.19, 0.76, -0.08)
S (-1.78, 0.27, 1.51)
C (-2.35, -1.25, 0.88)
C (-3.28, -1.93, 1.67)
C (-3.76, -3.16, 1.28)
C (-3.34, -3.75, 0.07)
C (-2.44, -3.10, -0.72)
C (-1.92, -1.83, -0.33)
S (-0.83, -1.12, -1.41)
H (-3.62, -1.48, 2.59)
H (-4.48, -3.66, 1.90)
H (-3.71, -4.72, -0.22)
H (-2.12, -3.53, -1.66)
O (-0.60, 3.62, 0.40)
C (-1.35, 3.29, -0.49)
C (-2.42, 4.09, -1.19)
C (-3.04, 3.11, -2.19)
C (-2.33, 1.79, -1.96)
O (-2.60, 0.74, -2.47)
N (-1.30, 2.01, -1.04)
H (-1.98, 4.97, -1.65)
H (-3.13, 4.45, -0.44)
H (-2.90, 3.41, -3.23)
H (-4.11, 2.95, -2.04)
C (4.75, -2.36, 0.05)
C (3.67, -1.67, 0.88)
S (2.73, -0.54, -0.15)
O (1.39, -0.43, 0.63)
C (3.59, 1.02, 0.16)
C (3.43, 1.54, 1.58)
H (5.29, -3.06, 0.69)
H (5.47, -1.65, -0.35)
H (4.31, -2.92, -0.78)
H (4.08, -1.11, 1.72)
H (2.92, -2.36, 1.25)
H (3.14, 1.70, -0.56)
H (4.63, 0.85, -0.13)
H (2.40, 1.49, 1.91)
H (3.75, 2.58, 1.62)
H (4.04, 0.98, 2.29)

As for the net charge: +1. Its orbital gap (spin up / spin down) is 4.80 / 4.78 eV. The calculation puts the LUMO energy (spin up / spin down) at -6.0653 / -6.0806 eV.

The evaluated energy for the records listed, in turn: -38306.6649 -37311.8538 -58187.4608 eV.
The evaluated max |F| for the records listed, in turn: 0.827 3.948 2.380 eV/Å.